41
Properties=species:S:1:pos:R:3:forces:R:3 method="wB97M-V/def2-TZVPD" orbital_gap_ev=10.282 de_lowest_kcal_mol=20.3 spin_multiplicity=1 smiles="NC(N)=O.NC(N)=O.NC(N)=O.NC(N)=O.O.O.O" largest_force_ev_per_a=4.2
N -0.05912 4.15523 19.64214 0.7 -0.7 0.5
C 0.96081 3.25679 19.61814 -0.5 -1.0 -1.7
N 1.58037 2.90164 20.75375 0.8 0.7 1.8
O 1.25106 2.63109 18.57832 -0.1 0.4 -0.1
H -0.07874 4.86172 20.37235 -0.2 -0.3 -0.6
H -0.35816 4.34068 18.68174 0.0 0.7 0.4
H 2.47993 2.44294 20.65565 -0.4 0.0 -0.2
H 1.54828 3.58553 21.50074 0.0 -0.3 0.1
N -0.54993 1.67357 15.46302 0.4 -1.4 -0.1
C -0.05668 0.70481 16.31466 -3.3 2.6 0.1
N -0.93786 0.33394 17.32294 1.3 -0.3 -0.5
O 1.08083 0.35220 16.20320 1.8 -1.2 0.9
H -1.28572 2.25837 15.76660 -0.6 0.5 0.3
H 0.21387 2.10123 14.98135 0.2 0.5 -0.6
H -0.39717 -0.24025 17.94336 -0.8 -0.5 0.6
H -1.95265 0.28327 17.25047 0.8 0.0 -0.1
N 1.20262 4.47268 15.66843 0.2 0.6 1.2
C 0.01455 4.97494 16.05463 -1.0 -0.1 -2.1
N -0.86023 5.22579 14.95784 -0.2 -0.1 1.8
O -0.26389 5.18519 17.23128 -0.5 0.4 -0.9
H 1.47746 4.02837 14.80707 -0.6 0.3 -0.3
H 1.67758 4.13781 16.47773 0.5 -0.2 0.3
H -0.51784 4.90829 14.05545 -0.6 0.1 0.3
H -1.87877 5.27301 15.18224 1.6 0.0 -0.6
N 1.49925 -0.85660 13.92530 -1.0 0.5 -0.9
C 2.53281 -0.76828 13.04555 -0.4 -1.5 -2.1
N 3.18307 -2.01332 12.94032 1.3 0.4 -0.3
O 2.57272 0.14992 12.22166 0.9 -0.6 0.7
H 0.86782 -0.08945 13.80096 -0.2 0.4 -0.3
H 1.59856 -0.92536 14.89067 0.8 -0.7 1.8
H 3.03203 -2.66652 13.68494 -0.4 0.0 0.2
H 4.00030 -2.30391 12.36970 -1.0 1.4 0.5
O 3.00644 0.17062 19.05787 0.0 0.7 1.3
H 2.19431 0.57707 18.73055 0.1 -0.1 -0.5
H 3.37308 -0.46321 18.46042 -0.2 -0.4 -0.8
O 1.89271 2.68502 13.75144 1.4 -2.1 -0.3
H 2.55336 2.47383 14.46588 -0.7 0.5 -0.4
H 2.11018 1.91919 13.13199 -0.6 1.1 0.4
O 3.29182 2.57379 16.26463 1.5 2.1 0.8
H 3.64081 3.30529 16.85094 0.1 -0.7 -1.5
H 2.81251 2.17238 16.96487 -1.4 -1.6 0.8